72
Properties=species:S:1:pos:R:3 method="wB97M-V/def2-TZVPD" de_lowest_kcal_mol=0.0 charge=-2 s_squared=3.7600 spin_multiplicity=4 e_lumo_ev="4.490 / 4.490"
C 2.0597 -2.8989 1.4171
H -4.2994 3.4268 -1.7431
C -1.5850 2.4093 -3.4843
C 1.2904 -4.7017 0.2590
H -0.1246 3.4399 3.8364
C -1.4467 -2.5193 1.8294
C 2.8987 -0.1333 -3.0313
C 4.2379 -0.5272 -2.9950
C -3.1885 -2.5317 -2.0605
O -0.4796 -1.7371 1.9377
H 0.8613 -5.0747 -0.6664
C -2.0378 -1.8336 -1.7447
O -1.9244 -3.3344 2.6363
C -1.1969 1.3976 -2.6065
C 0.0990 0.6510 -2.9009
N 0.7479 0.2403 -1.8139
H 1.8327 2.7916 2.6566
H 2.7932 -3.2082 3.3900
Cl 5.1780 -0.4366 -4.4748
H 4.4656 -1.3807 0.2546
N 1.3274 3.7241 0.8739
C -3.4215 2.8608 -2.0291
H 1.2883 -6.6179 1.2354
H -3.5000 1.5444 -0.3239
C -0.7224 2.7372 3.2583
H 0.9911 4.3090 -1.1019
C 2.3737 -3.6866 2.5157
H -3.8066 1.3683 3.1627
C -0.1403 2.0967 2.1555
H -3.0235 3.9643 -3.8338
C 2.6704 -0.6357 -0.6673
H -4.7606 -3.7570 -1.2503
H -0.9872 2.5784 -4.3690
C 2.2895 -1.3838 1.5224
C -2.9794 1.8123 -1.2374
N -1.5374 -1.7823 -0.5090
C -2.1312 -2.4864 0.4534
C -2.0317 2.4901 3.6418
H -1.4861 -1.2994 -2.5071
O 2.7201 -0.9622 2.5747
C -3.2976 -3.2066 0.2228
H 2.4724 0.1889 -3.9662
C 4.7836 -0.9863 -1.8181
H -0.3466 4.8740 1.5508
Cl 6.4543 -1.5059 -1.7233
H 1.1714 5.0912 2.4446
N 1.5401 -3.3973 0.3005
H -0.3328 3.3371 -0.4112
C -0.8405 1.1188 1.4127
C 0.7604 3.4683 -0.4382
H 0.9993 5.7768 0.8177
H 2.3181 -5.6798 3.3164
N -1.8932 1.0974 -1.5180
C 2.0953 -0.1762 -1.8993
C 1.2553 2.5433 1.7598
H -3.7240 -3.7456 1.0570
H -3.5578 -2.5287 -3.0778
C 4.0120 -1.0368 -0.6658
O 0.4085 0.5643 -4.1034
C 1.5426 -5.5679 1.3133
Co -0.0810 -0.3422 0.1118
H 1.1901 2.5581 -0.8563
H -2.7914 0.2055 1.2856
C 2.1038 -5.0429 2.4659
N 1.8924 -0.6075 0.4577
C -2.7759 1.5857 2.8930
H 1.7647 1.7267 1.2514
H -2.4593 2.9831 4.5094
C -2.7081 3.1570 -3.1821
C -3.8451 -3.2136 -1.0449
C 0.7512 4.9175 1.4497
C -2.1766 0.9305 1.8234

***

67
Properties=species:S:1:pos:R:3 method="wB97M-V/def2-TZVPD" charge=+1 s_squared=6.0230 spin_multiplicity=5 e_lumo_ev="-2.892 / -3.302"
C -1.0290 3.7679 1.1780
C -3.0133 -0.6162 -2.3033
C -4.8303 0.6138 1.1760
H 4.9792 2.5306 2.1098
H -0.0281 4.1870 1.2119
H 0.6368 -2.4513 -2.2574
C 0.3111 -4.4110 -1.4707
C 1.8957 -0.0278 -2.7941
H -0.3819 -6.3838 1.9052
C 0.4705 -3.1509 1.0714
C 0.5340 -3.0343 -1.3525
H 2.2745 5.1583 0.3071
C -3.1027 0.7008 -2.7264
H 3.3644 -0.7256 0.1791
H -4.2576 4.6653 0.7512
P 0.5933 -0.5568 -0.3060
C 0.3867 -3.5126 3.4975
H 4.3135 0.8900 1.9758
C -2.3653 1.9012 1.3024
C -0.9824 1.1694 -1.7089
H -3.8152 -1.3111 -2.5160
C -0.8700 -0.1664 -1.3128
C 3.2762 -0.4789 -0.8744
H 2.9481 0.3464 -4.6229
C 0.0707 -5.1359 -0.3427
C -0.1246 -5.3448 2.0680
C -1.9010 -1.0529 -1.5972
H 4.7017 1.8090 0.5020
H -0.1690 -6.1903 -0.4013
C -0.0456 -4.8365 3.3277
H -1.9837 5.6652 0.8428
C 0.5792 -2.3891 -0.1347
H -0.2610 -5.4452 4.1945
C -4.7781 1.9769 1.0326
C 3.0386 0.1137 -3.5699
C -3.3846 4.0490 0.9161
C 0.6561 -2.7246 2.4163
H -3.9660 1.0298 -3.2898
H 3.6396 4.2209 -0.3480
C -3.6636 -0.1202 1.4016
N -1.1326 2.4656 1.3392
H 5.1811 0.0702 -3.6113
C 4.2936 -0.0450 -3.0030
I 1.6345 -0.9133 3.0014
H -2.1634 2.6303 -2.7418
Te 2.3595 2.7025 1.4903
C 4.3376 1.8786 1.5235
H 5.3947 -0.4832 -1.2142
H 0.2917 -4.8698 -2.4497
H -1.8525 -2.0760 -1.2537
H -5.7856 0.1094 1.1252
Cl -6.2404 2.8726 0.8073
I -3.7169 -2.1909 1.6760
H 3.7658 4.9810 1.2645
Fe 0.4866 0.8428 1.5187
C 3.1017 4.4986 0.5538
C -3.5404 2.6585 1.0834
C -2.0869 1.5986 -2.4234
H 0.5341 -3.1314 4.4994
H -0.1926 1.8708 -1.4546
C -2.1317 4.6019 0.9662
C -2.4116 0.4835 1.5040
C 0.1350 -4.5389 0.9347
O -1.3202 -0.1587 1.7633
C 4.4140 -0.3478 -1.6528
C 2.0101 -0.3285 -1.4409
H 0.9179 0.0894 -3.2434